No. 1
Computed, not measured: 8 unconnected molecules or ions with the total composition C23H63B2O16S8 at a distorted geometry, with the ωB97M-V functional and the def2-TZVPD basis.

The geometry in XYZ format:
```
112
Properties=species:S:1:pos:R:3:lowdin_charge:R:1
H -1.5267 8.4558 5.8535 0.042
H 5.0087 4.3575 2.8560 0.047
H 0.4638 -5.4937 -3.2664 0.048
H 5.8509 4.2619 6.6443 0.041
O 1.1794 2.8392 1.8028 0.114
H 5.2608 5.6265 -1.7564 0.044
C -2.7938 -1.9578 1.1516 -0.226
B -2.5598 0.5365 0.0777 -0.689
H 3.9665 5.7870 2.7854 0.032
H -6.8763 -5.4442 -2.6759 0.046
H -1.5054 -3.4173 0.1842 0.092
O -0.6368 2.9521 3.2651 0.116
H 0.2626 4.5296 4.4180 0.024
H 4.4534 3.5290 5.8082 0.054
H 5.2404 -0.2051 1.5424 0.069
H 5.9328 1.0290 0.4496 0.074
S -5.1240 -3.8227 -2.7464 0.820
O -1.3119 -2.9805 3.3655 -0.177
H -1.2866 3.6594 3.2332 0.085
H -0.6466 -4.6307 -2.1642 0.041
H -0.9140 2.4931 -1.2899 0.151
S -0.3432 -3.0465 2.0870 0.616
H 4.1844 -1.2550 -7.7482 0.051
C 2.7567 -3.7875 -3.1837 -0.284
H -2.7940 -1.5874 2.1780 0.097
H 3.6803 -3.3734 -2.7854 0.046
H 5.9166 -1.0220 -7.3921 0.058
H -0.8327 -1.7625 0.1878 0.088
H 1.6689 2.3331 2.4543 0.095
H 3.4315 4.3625 3.7136 0.059
H -0.1239 7.6716 6.6306 0.051
H -3.2787 -4.7387 -3.9102 0.040
H 1.5034 4.4250 0.4512 0.026
C -3.3353 -0.8803 0.1847 -0.121
O -0.0328 -4.4394 1.8699 -0.319
C -6.3450 -4.8543 -1.9268 -0.281
H 2.3619 -3.1144 -3.9442 0.053
O 0.7467 1.5322 -0.7410 -0.067
H -10.0281 -5.9077 -2.5805 0.045
S 1.5849 -3.9369 -1.8287 0.835
C -11.2774 -5.5199 0.8278 -0.273
C 6.6638 -3.4289 -6.1818 -0.273
S 5.0804 5.6373 4.8789 0.805
C -1.1770 2.1173 0.8572 -0.188
H -3.7854 -5.7956 -2.5632 0.054
C 3.8320 1.3453 0.8925 -0.294
H 6.8717 -3.9691 -7.1057 0.050
H -11.6328 -6.2799 -1.9024 0.050
O 3.5806 1.1622 -0.4854 -0.154
C -1.4061 -2.4923 0.7610 -0.201
S 3.6930 4.6209 -0.2910 0.869
C -10.5745 -6.1554 -1.6726 -0.274
H 0.9688 6.1423 4.1430 0.065
H 3.0553 -0.8429 -0.2970 0.122
O 4.7964 -1.9882 -4.9995 -0.538
O 4.0185 6.3093 5.6807 -0.578
H -0.0082 -3.7894 -3.6022 0.060
C 5.1398 -1.7558 -7.6059 -0.273
H 5.5902 1.4053 2.1625 0.060
H -0.8583 -2.4319 4.0133 0.084
C 5.2374 0.8593 1.2759 -0.065
H 3.7457 2.4186 1.1061 0.064
H 0.9113 5.4535 5.7937 0.057
H 0.6958 -0.5417 -0.8542 0.084
H 1.7947 6.0482 -0.2725 0.062
C 5.3976 4.0573 5.6761 -0.280
H -1.8621 2.9653 0.6086 0.140
H -10.8143 -6.4696 1.0949 0.057
C 2.7013 0.0847 -0.7772 -0.178
O 1.2217 -2.5581 -1.4240 -0.517
O 4.2019 5.3147 0.9371 -0.583
C 4.2926 4.9608 3.4132 -0.293
O -4.3147 -3.1768 -1.6878 -0.524
H -4.7232 -5.7682 -4.0957 0.045
H 6.7729 -4.0972 -5.3301 0.049
H -11.2196 -4.8289 1.6662 0.050
H 6.0836 3.4751 5.0607 0.048
H -10.1631 -7.0594 -1.2235 0.058
O -1.7833 6.4692 3.7076 -0.555
C -0.6530 7.8272 5.6907 -0.277
H 0.0046 8.2810 4.9495 0.057
H -3.4011 -1.3394 -0.8073 0.066
H 5.3875 -2.3414 -8.4915 0.050
O -1.3808 0.5517 -0.8617 -0.001
O -8.9362 -4.7806 -0.1292 -0.544
H -12.3179 -5.6602 0.5342 0.051
H 3.7207 5.2816 -2.5863 0.053
H -3.3819 1.4234 -0.3032 0.111
B -0.1956 2.6427 1.9698 -0.520
C -0.6567 1.6974 -0.5690 -0.330
C 1.2444 0.2625 -0.3779 -0.192
H 3.0853 0.8095 1.4941 0.114
S -1.2302 6.2403 5.0721 0.802
C 0.2098 -4.5269 -2.8292 -0.264
O -1.9290 1.0306 1.3468 -0.016
C 0.3949 5.5260 4.8355 -0.262
H -7.0443 -4.2058 -1.4057 0.024
H -5.8451 -5.5023 -1.2064 0.063
C 4.1761 5.6678 -1.6744 -0.265
H 1.5326 4.6040 -1.3182 0.068
H 1.1284 0.0985 0.7043 0.121
H 2.7663 -0.0764 -1.8602 0.127
C 1.9423 4.9724 -0.3780 -0.225
S -10.3645 -4.7808 -0.5322 0.812
H -3.4895 -2.8106 1.1188 0.101
H 3.8532 6.6910 -1.4809 0.052
H 2.9428 -4.7796 -3.5996 0.049
C -4.1301 -5.1797 -3.3946 -0.278
H -4.3641 -0.6867 0.5257 0.092
H 7.3298 -2.5733 -6.0712 0.058
S 4.9605 -2.8515 -6.1919 0.788
O 0.7348 -2.1328 2.3873 -0.308
```

Values from the calculation:
Total charge: -1
HOMO energy in eV: -4.275
Spin multiplicity: 1
Orbital gap in eV: 5.98

=====

No. 2
Computed, not measured: a molecular structure, C23H63O10Zr at a distorted geometry, with the ωB97M-V functional and the def2-TZVPD basis.

The geometry in XYZ format:
```
97
Properties=species:S:1:pos:R:3:lowdin_charge:R:1
H -0.0621 -2.0390 -0.2934 0.068
H 0.6940 6.0578 0.3297 0.077
H -1.0031 -1.3291 1.1657 0.064
C -0.6644 -0.0162 -0.5704 -0.425
H 3.4159 -3.5615 3.6046 0.068
H -5.3838 1.6889 0.3960 0.120
C 3.5402 -2.4539 -0.0405 -0.076
H -1.7291 -3.7275 -1.1717 0.070
H 0.2189 1.1202 -2.3608 0.065
H -4.7444 1.4453 4.7451 0.086
H 4.4686 -2.2968 0.5086 0.084
H -0.0126 5.5108 -3.3240 0.077
C 4.5752 1.9223 -2.8771 -0.375
C 1.3272 -2.9636 3.3057 -0.323
H 3.4441 -1.7903 -0.8999 0.060
H 4.2504 -5.0128 0.8042 0.094
C -4.8521 2.0439 -0.4869 -0.219
C 0.3289 0.1916 -1.8008 -0.028
H -1.0481 5.9846 -1.3476 0.123
O 3.4209 -4.7453 0.4019 -0.067
C 2.5018 -3.4176 4.1806 -0.078
H 1.1885 -4.5736 -3.9005 0.077
H -4.9296 -1.2950 3.1924 0.092
H -4.8109 -0.6523 1.6169 0.047
H 0.3556 -0.5768 -2.5735 0.058
H 2.7536 -2.7242 4.9829 0.072
H -5.1515 0.3050 -1.8191 0.089
C -3.6116 0.4235 3.1828 -0.492
H 3.0354 -3.3761 -3.6757 0.097
C -0.3922 5.1223 -1.2278 -0.575
H 1.1589 -3.7745 2.5970 0.114
C -0.1387 4.6272 -2.6983 -0.041
H -3.0604 1.1379 5.1981 0.067
H -0.0177 3.7864 2.7082 0.115
H -3.8626 -3.9691 0.3346 0.110
H -2.6082 -2.3401 -1.9805 0.062
H 6.2279 2.8276 -3.1323 0.092
H 4.2279 0.5916 -1.3641 0.050
H -5.5508 2.7283 -0.9681 0.128
O -0.9957 1.1916 0.1494 -0.365
H 3.4864 1.9738 -2.8828 0.106
H -2.8036 -0.2964 3.0527 0.122
H 0.5118 -1.9426 4.5766 0.063
H 4.8842 1.2693 -3.6933 0.114
H 4.5645 -3.9640 -1.0701 0.119
C 0.1529 1.9715 3.4450 -0.215
C 0.8587 5.7178 -0.6927 -0.068
H -3.1845 -2.4268 0.5504 0.083
H 1.6650 1.0639 2.1293 0.077
H -0.3528 1.0223 3.2682 0.109
H -1.5572 -0.4063 -1.0591 0.084
C 3.5794 -3.8356 -0.6217 -0.359
C -2.6872 -3.2924 -1.4560 -0.061
H 1.6421 -1.5787 -5.6354 0.078
Zr -2.0852 2.8799 1.0305 2.045
C -3.5978 -3.0719 -0.2249 -0.289
H -3.5382 1.0671 -2.0541 0.088
O -0.9941 4.1540 -0.4374 -0.373
O 1.3948 -3.9421 -4.5934 -0.075
H 2.1530 1.3512 3.7884 0.086
O 5.2998 3.0714 -3.1042 -0.061
H 5.9484 0.9701 -1.6193 0.082
H 2.0077 2.7365 2.6856 0.084
H 2.2048 -4.3916 4.5697 0.080
H -3.1501 -3.9735 -2.1700 0.077
H -3.8610 3.4543 -1.0601 0.135
C -4.3361 0.8503 -1.3439 -0.035
H 1.7588 5.1071 -0.7633 0.087
O -3.7182 2.8651 -0.3158 -0.237
C 2.5226 -1.7166 -5.0079 -0.058
H 2.7685 -4.0213 -1.3260 0.101
C 2.1433 -2.8658 -4.0387 -0.324
C -0.2198 -1.2256 0.4148 -0.021
H 0.7500 -1.0740 0.8887 0.037
H -0.0756 2.1725 4.4917 0.131
H 4.8350 2.1003 -0.7167 0.083
O -0.4597 2.9476 2.5578 -0.233
O 0.1309 -2.6517 4.0535 -0.079
O -4.8101 -2.4178 -0.6230 -0.105
H 1.6341 -2.4399 -3.1741 0.079
H 3.4304 -1.8855 -5.5871 0.073
H 0.9281 6.5753 -1.3620 0.090
C 4.9468 1.3923 -1.5379 -0.093
C 1.5855 1.7689 2.9568 -0.040
O -3.1933 1.5692 2.3962 -0.392
H 1.3275 0.1770 -1.3640 0.057
H 2.6918 -2.4476 0.6438 0.049
C -3.9185 0.7394 4.6570 -0.051
H -5.7316 0.2202 2.8319 0.085
H 0.7442 4.0031 -2.8367 0.069
H -0.9638 4.0801 -3.1542 0.067
H -5.3766 -2.1552 0.1063 0.065
H 1.6422 -2.0732 2.7616 0.074
H 2.7192 -0.8266 -4.4102 0.054
C -4.8170 -0.3485 2.6636 -0.066
H -4.0967 -0.1916 5.1952 0.086
H -3.8876 0.1195 -0.6709 0.052
```

Values from the calculation:
Total charge: +1
HOMO energy in eV: -11.788
Spin multiplicity: 1
Orbital gap in eV: 7.84
Relative energy (zero: lowest compared OMol25 entry of this formula, charge and spin) in eV: 1.262

=====

No. 3
Computed, not measured: 4 unconnected molecules or ions with the total composition C23H64BrFN10O3P3 at a distorted geometry, with the ωB97M-V functional and the def2-TZVPD basis.

The geometry in XYZ format:
```
105
Properties=species:S:1:pos:R:3:lowdin_charge:R:1
H -3.0156 1.1000 -2.9657 0.079
H -0.8525 9.9938 -4.3666 0.089
H -1.2418 -4.6920 0.7223 0.052
C 3.4117 -3.3816 2.6636 -0.141
H 4.1414 -7.1988 3.8497 0.053
H -5.2316 3.7237 -1.9260 0.052
H -0.9724 5.3023 -3.5105 0.093
H -1.8471 6.3440 -2.3867 0.074
P -3.7104 -3.9354 2.3127 0.733
C 1.3575 9.9226 -4.2157 -0.366
H -0.8238 -4.2307 2.9884 0.070
N 4.1879 -4.5668 2.3136 -0.324
P 3.4057 -5.7144 1.3116 0.737
C -2.2055 -1.5241 2.7706 -0.129
O 1.9824 -5.4646 1.7775 -0.303
O -4.5602 -5.0194 1.6683 -0.309
H -1.3130 -1.9798 2.3518 0.071
C -2.0455 -4.2648 0.1250 -0.116
H -2.9554 -6.5072 4.7358 0.077
H -4.3290 6.9166 -0.6238 0.083
H 3.3452 8.2335 -6.1802 0.056
C 4.4695 10.0133 -3.4075 -0.143
H 4.0784 -2.5634 2.9449 0.081
H 4.1648 -4.3935 -1.0293 0.079
H -4.4892 -3.2769 -0.4764 0.081
N -2.8796 -3.3689 0.9096 -0.344
N -2.7856 -4.9420 3.3441 -0.325
N 4.9029 -5.8272 0.3375 -0.297
H 3.8492 9.6181 -2.6049 0.050
C 4.7027 -5.3471 -1.0396 -0.143
H -2.7080 6.5011 -0.0857 0.077
H -4.8858 -2.5858 4.4579 0.075
H 2.9539 -8.0568 -0.0680 0.073
H -3.1957 -2.0821 -0.7276 0.072
H 4.1679 11.0277 -3.6695 0.063
H -3.4978 0.8253 0.0437 0.074
H -2.6141 -5.0818 -0.3369 0.085
N -3.1494 -2.5204 3.2548 -0.295
H -1.5498 -3.6981 -0.6673 0.082
C -0.1128 4.6502 -1.1778 -0.133
C 4.5249 9.0886 -4.6251 -0.323
C -3.7342 6.1251 -0.1626 -0.145
C 5.1168 -4.8826 3.3719 -0.142
H 4.5998 -5.1515 4.3027 0.079
H -3.4362 2.7812 -3.1492 0.072
H 5.3896 -7.8359 -0.2136 0.077
O -3.2016 3.3395 0.8483 -0.319
H -4.3303 -1.8747 0.5984 0.073
H 2.4121 -7.5217 3.6081 0.086
F -0.2807 8.5378 -3.0888 -0.168
C -4.2562 -1.8458 3.9514 -0.146
H -5.6315 4.1537 -0.2489 0.083
H 4.1201 -6.0568 -1.6381 0.075
H -2.1868 0.2158 -0.9926 0.071
H 5.4866 10.0944 -3.0022 0.055
H 1.7980 9.7477 -3.2275 0.067
H 0.2195 3.8402 -0.5172 0.074
H 1.7011 -8.1421 1.1836 0.080
H 1.1496 11.0089 -4.2539 0.084
H 6.0678 -7.2885 1.3280 0.068
H -4.4703 1.7153 -2.1658 0.076
H 6.7282 -6.6775 -0.1702 0.087
H -0.1185 5.5784 -0.5983 0.079
N -1.4455 4.3452 -1.7259 -0.291
C -1.7690 5.3194 -2.7620 -0.122
H -1.1162 -5.9071 2.4772 0.076
C 5.7979 -6.9719 0.3251 -0.142
C -2.5321 1.0798 -0.4179 -0.164
H 5.1629 9.5408 -5.3878 0.091
C -3.7671 -2.6236 0.0290 -0.144
H -2.6910 5.0688 -3.2804 0.067
C 2.7756 -8.2556 0.9954 -0.145
H 5.6576 -5.1721 -1.5374 0.078
H -1.8074 1.2377 0.3783 0.068
N 3.5704 -7.3578 1.8226 -0.348
H -2.6346 -0.8476 2.0220 0.068
C -3.4367 -6.1552 3.8196 -0.151
H -0.0743 8.5075 -5.0855 0.085
H -4.4815 -5.9685 4.0582 0.067
H 5.0493 8.1796 -4.2969 0.059
N 2.2023 9.6377 -5.3509 -0.148
C 3.1502 8.6391 -5.1792 -0.779
C -3.4320 1.9600 -2.4314 -0.142
H 0.6268 4.7413 -1.9738 0.072
Br 2.5728 7.0228 -4.0616 0.446
H -1.8775 -0.9177 3.6204 0.090
C -0.0464 9.2605 -4.3018 -0.192
H 5.7541 -4.0193 3.5847 0.081
C -5.1518 4.5052 -1.1720 -0.128
H -0.9472 -5.4869 4.1863 0.080
H 2.8235 -3.0375 1.8161 0.070
H -4.8899 -1.2805 3.2589 0.076
P -2.5759 3.7766 -0.4686 0.736
H -5.7299 5.3470 -1.5624 0.080
H 5.7957 -5.6923 3.0997 0.070
H -4.1071 5.9490 0.8546 0.078
H 3.0564 -9.2955 1.1770 0.082
H -3.8816 -1.1638 4.7163 0.077
C 3.4199 -7.7185 3.2222 -0.121
H 2.7241 -3.5719 3.4984 0.081
H 3.6361 -8.7824 3.3487 0.082
N -3.7746 4.9163 -0.9724 -0.348
H -3.3983 -6.9622 3.0754 0.080
C -1.3605 -5.1482 3.2309 -0.141
N -2.6350 2.2564 -1.2670 -0.321
```

Values from the calculation:
Total charge: -1
HOMO energy in eV: -2.660
Spin multiplicity: 1
Orbital gap in eV: 3.56

=====

No. 4
Computed, not measured: 10 unconnected molecules or ions with the total composition C23H64BrO13P at a distorted geometry, with the ωB97M-V functional and the def2-TZVPD basis.

The geometry in XYZ format:
```
102
Properties=species:S:1:pos:R:3:lowdin_charge:R:1
H -0.8898 1.0173 -2.6209 0.061
H 7.9054 -6.9713 0.2993 0.074
C -8.0599 5.9401 4.3204 -0.092
H -0.3602 -5.5623 2.8497 0.071
H -1.2456 -0.2300 0.6816 0.110
H 3.5944 -5.3558 -4.7077 0.105
H 0.5731 0.9998 -3.6239 0.054
O -2.5903 -0.5654 5.3402 -0.099
H -0.3834 -0.4664 -3.4503 0.075
C -1.4482 -0.3346 1.7465 -0.291
H -0.6750 -0.9815 2.1774 0.105
C -1.9990 -0.4314 6.6338 -0.310
C 6.0015 -6.2533 -0.4385 -0.318
H -2.3804 5.8454 0.5548 0.095
H -2.0198 0.6206 6.9368 0.109
Br 1.6824 3.7818 -1.2659 0.313
H -3.0079 -1.0057 3.0557 0.046
O -3.3625 4.9758 -1.1008 0.055
O 5.0960 -6.7608 -4.8346 -0.092
O -1.3378 0.9705 2.3186 -0.096
O -1.1029 5.1505 -1.3655 -0.228
H -6.2940 6.5388 3.2396 0.111
H 3.5654 -1.7929 -3.5326 0.073
H -2.2046 3.1831 1.1312 0.057
H 5.6444 -4.2120 -5.5690 0.069
C -2.7014 -1.2943 7.6652 -0.089
H 0.1461 -3.9703 2.2912 0.073
H -2.6929 -4.7778 2.5339 0.083
C 4.2248 -5.8287 -5.4689 -0.321
H 4.5663 -3.0866 -2.8820 0.061
C -7.0236 5.7303 3.2319 -0.323
H -0.9584 -0.7327 6.5278 0.111
H -1.5213 3.7136 3.4973 0.066
O -6.2878 4.5226 3.4223 -0.095
C -2.8781 3.6123 1.8589 -0.269
O -2.2656 3.4574 -2.3270 0.124
H -1.5035 0.8787 3.2624 0.065
H -2.2880 0.6493 -4.6585 0.110
C 3.2549 2.0204 -5.3690 -0.309
C -1.4351 -3.9183 3.7532 -0.315
C 4.9898 -4.7712 -6.2415 -0.092
H 4.9272 -1.7559 -0.7872 0.106
H 4.3061 -4.0698 -6.7214 0.075
H 3.5485 1.7713 -6.3867 0.112
H -7.5038 5.7126 2.2476 0.111
H -4.6525 3.8793 0.6499 0.124
H 5.2905 -1.5093 -3.2548 0.077
H 5.4120 -6.7488 0.3401 0.109
H 7.1748 -7.9944 -0.9466 0.074
O 3.8017 1.0053 -4.5264 -0.093
O 2.9112 -2.1714 -0.9424 -0.082
H 5.6528 -6.2622 -4.2284 0.059
O -0.6845 0.5421 -5.9624 -0.089
H -4.4887 4.9725 1.9782 0.081
C 4.0851 -1.5441 -1.4558 -0.318
H 6.1596 -5.2192 -0.1370 0.108
C -3.9358 4.4785 1.1954 -0.171
H 3.8971 -0.4714 -1.4316 0.103
H -3.3409 2.7948 2.3896 0.097
H -2.6758 -2.3414 7.3636 0.073
H -3.5947 -0.2835 1.5632 0.077
C 7.3302 -6.9617 -0.6272 -0.091
C 4.4006 -2.0054 -2.8659 -0.093
C -0.1763 -4.5331 3.1679 -0.087
H 3.5822 -6.4029 -6.1340 0.110
H 0.6344 -4.5389 3.8981 0.073
H 3.0650 -3.1197 -0.9461 0.072
O -2.4968 -3.8767 2.8033 -0.093
H 5.0796 -7.1137 -1.9300 0.078
H -6.9129 3.7940 3.4045 0.083
H -3.9953 6.3609 0.2310 0.127
H 3.5337 1.2003 -3.6248 0.064
H -1.2555 -2.8864 4.0521 0.097
H -2.7667 4.9259 3.5602 0.074
H 3.4806 3.6384 -3.9605 0.035
H 2.1622 1.9818 -5.3117 0.098
H 3.3344 4.1643 -5.6479 0.076
H -2.2293 -1.1991 8.6436 0.075
H -3.7505 -1.0054 7.7600 0.073
C -2.0902 4.4061 2.8943 -0.095
H 7.9185 -6.4650 -1.3989 0.075
H -0.6470 -0.4154 -5.9080 0.073
H -2.9034 -1.9148 1.5494 0.059
C -2.2580 4.4450 -1.6063 -0.622
H -1.4229 5.1262 2.4389 0.042
H -8.7834 5.1218 4.3264 0.072
H 5.6175 -5.2248 -7.0087 0.074
P -0.1408 4.5276 -0.1736 0.574
C -1.2632 1.0241 -4.7471 -0.317
H -1.3072 2.1075 -4.8350 0.106
H -8.6008 6.8755 4.1729 0.074
H -7.5815 5.9625 5.2994 0.076
C 3.7568 3.4032 -4.9907 -0.087
H 4.8444 3.4498 -5.0533 0.074
H -1.7594 -4.4769 4.6385 0.108
O 0.4576 5.9151 0.3963 -0.309
C -0.4466 0.6215 -3.5353 -0.085
O 5.2454 -6.2095 -1.6479 -0.096
C -3.3530 5.4924 0.2408 -0.152
C -2.8192 -0.9268 1.9872 -0.090
H 1.4081 5.9337 0.2620 0.018
H -3.5090 -0.2915 5.4062 0.085
```

Values from the calculation:
Total charge: 0
HOMO energy in eV: -9.658
Spin multiplicity: 1
Orbital gap in eV: 10.11
Structure (SMILES): CCCCOC(=O)OP(O)Br.CCO.CCO.CCO.CCO.CCO.CCO.CCO.CCO.CCO